[1]
Here is a molecular structure, C23H26AlBN5O3S from the Open Molecules 2025 dataset. Energies are from ωB97M-V/def2-TZVPD.

Charge ... +1
E_LUMO ... -3.07 eV
Gap between HOMO and LUMO ... 7.5 eV
Multiplicity ... 1
Max |F| ... 0.01171 Eh/bohr

Positions of all 60 atoms, in Å:
C1 -4.840 -4.108 -0.179
H1 4.199 3.159 1.493
O1 0.350 -0.639 1.067
C2 1.526 4.842 -2.025
H2 6.404 -1.814 -0.228
H3 0.679 2.972 3.730
H4 -1.174 -2.313 2.745
H5 -4.119 -4.525 -0.886
H6 -3.421 -3.066 2.054
H7 -4.606 -4.502 0.810
C3 5.425 -1.826 -0.687
H8 -2.285 1.226 1.657
C4 3.385 3.595 -0.430
H9 -5.823 -0.944 0.834
H10 4.226 5.531 -0.097
C5 -2.670 -1.275 -0.723
C6 4.337 2.823 0.461
H11 -6.258 -2.491 -1.799
N1 2.427 2.877 -1.044
H12 5.530 -3.806 -1.506
H13 -0.505 2.037 4.575
C7 -3.411 -2.078 0.148
C8 4.930 -2.912 -1.394
C9 -4.816 -2.575 -0.204
C10 3.661 -2.848 -1.951
O2 -0.511 -0.078 -0.988
N2 3.403 -0.641 -1.126
B1 0.549 0.110 -0.100
C11 -2.852 -2.438 1.382
H14 -2.210 0.993 3.368
H15 -3.048 -0.970 -1.687
N3 -1.834 1.414 2.536
N4 -0.116 2.360 3.705
H16 -5.304 -1.020 -1.659
Al1 2.421 1.011 -0.448
C12 -1.588 -2.023 1.789
C13 4.626 -0.709 -0.575
C14 5.079 0.549 0.142
H17 -5.582 -2.379 1.836
H18 0.777 5.302 -2.651
N5 4.052 1.419 0.283
H19 5.370 3.051 0.188
H20 0.733 2.855 -2.232
C15 -1.418 -0.872 -0.310
C16 1.504 3.486 -1.809
C17 -0.891 -1.223 0.911
H21 -6.825 -2.378 0.587
C18 2.523 5.593 -1.407
H22 1.916 -1.596 -2.189
C19 2.918 -1.695 -1.790
S1 -0.124 2.812 1.089
H23 3.247 -3.680 -2.502
C20 -5.258 -2.108 -1.590
O3 6.240 0.706 0.452
H24 2.566 6.664 -1.555
C21 3.452 4.968 -0.599
C22 -5.816 -2.036 0.827
H25 -5.833 -4.468 -0.453
C23 -0.723 2.158 2.529
H26 -4.595 -2.475 -2.376

***

[2]
Here is a molecular structure, C6H12O from the Open Molecules 2025 dataset. Energies are from ωB97M-V/def2-TZVPD.

Charge ... 0
E_LUMO ... -0.14 eV
Gap between HOMO and LUMO ... 7.3 eV
ΔE to the lowest compared entry with this formula, charge and spin ... 4.531 eV
Multiplicity ... 1
Max |F| ... 0.01754 Eh/bohr

Positions of all 19 atoms, in Å:
C1 -0.701 -0.927 -0.461
H1 -2.323 -0.075 -1.380
H2 -0.336 -1.916 -0.714
H3 -0.957 1.633 0.213
H4 2.940 1.228 -0.071
H5 3.717 -0.191 0.603
H6 -2.725 -1.524 -0.427
C2 1.711 -0.569 -0.168
H7 0.797 2.031 0.273
H8 1.708 -1.559 0.293
H9 -0.407 -0.519 0.809
O1 -2.434 0.186 0.683
C3 2.769 0.325 0.507
C4 -2.165 -0.569 -0.378
C5 0.029 1.447 -0.223
H10 2.450 0.630 1.506
H11 1.965 -0.723 -1.214
C6 0.296 -0.022 -0.129
H12 0.029 1.701 -1.284